This record from the OMol25 dataset describes C13H30IOP2SiW as an isolated structure at a distorted geometry. The level of theory is ωB97M-V/def2-TZVPD.

Each line ends with the natural charge from an NBO analysis.
Geometry (Å):
1 C -0.472 0.037 -2.745  -1.001
2 I 3.005 -0.176 -0.734  0.222
3 H 0.425 0.140 -3.377  0.298
4 H -1.162 0.864 -2.959  0.291
5 H -0.994 -0.858 -3.084  0.294
6 W 0.342 -0.090 -0.831  0.439
7 P 0.130 2.287 -0.271  1.209
8 C -1.550 2.963 -0.393  -0.962
9 C 0.789 2.984 1.275  -0.946
10 H 0.278 3.931 1.505  0.290
11 H 0.917 4.228 -1.416  0.297
12 H 1.869 3.157 1.167  0.278
13 H 2.216 2.992 -1.245  0.275
14 H -2.149 2.630 0.468  0.271
15 H 0.613 2.277 2.096  0.256
16 C 1.156 3.154 -1.496  -0.944
17 H -1.493 4.063 -0.384  0.298
18 H 0.954 2.792 -2.514  0.265
19 H -2.052 2.635 -1.314  0.263
20 P 0.126 -2.384 -0.091  1.182
21 C -1.552 -3.054 -0.081  -0.969
22 C 1.086 -3.417 -1.227  -0.944
23 H 1.971 -2.942 1.351  0.277
24 H 0.450 -3.823 1.788  0.284
25 H 0.656 -2.088 2.249  0.250
26 C 0.881 -2.858 1.493  -0.938
27 H 2.155 -3.237 -1.059  0.275
28 H 0.859 -4.460 -0.969  0.295
29 H -1.502 -4.142 0.060  0.297
30 H -2.078 -2.842 -1.022  0.269
31 H 0.836 -3.224 -2.278  0.272
32 H -2.126 -2.624 0.749  0.269
33 C -1.830 -0.154 -0.839  0.643
34 O -2.965 -0.222 -1.099  -0.370
35 C 1.501 -0.721 5.160  -0.954
36 Si 0.045 0.087 4.336  1.601
37 C -1.482 -0.817 4.912  -0.940
38 C 0.042 1.827 5.068  -1.112
39 C -0.008 0.072 2.470  -0.436
40 C 0.018 0.077 1.203  -0.181
41 H 1.363 -0.535 6.227  0.294
42 H 2.475 -0.315 4.887  0.293
43 H 1.563 -1.800 5.027  0.270
44 H -1.538 -0.770 6.012  0.302
45 H -2.381 -0.348 4.485  0.285
46 H -1.495 -1.873 4.606  0.267
47 H 0.902 2.430 4.747  0.271
48 H -0.863 2.375 4.781  0.271
49 H 0.072 1.760 6.165  0.287

Calculated values
Multiplicity: 3
HOMO (alpha / beta), eV: -18.804 / -19.190
F_max, Eh/bohr: 0.1015
Net charge: +3